Record 1
Computed, not measured: the ion C5H8N with charge +1 at a distorted geometry, with ωB97M-V/def2-TZVPD.

The calculation puts the energy above the lowest of the compared OMol25 structures with the same formula, charge and spin at 404.3 kJ/mol. As for the total charge: +1. The orbital gap is 8.789 eV. Its spin multiplicity is 1. The value obtained for the LUMO energy is -5.395 eV. The total energy is -6793.898 eV.

Last column: Mulliken charge in e.
Positions of all 14 atoms, in Å:
C 0.41576 -0.05646 0.32111  -0.672
C 2.72715 -0.32963 -0.40701  -0.708
C -0.93296 0.66473 -0.17838  0.095
C 2.02329 0.51171 0.29591  -0.011
C -3.14695 -0.41891 -0.01835  -0.169
N -2.14753 0.30959 -0.25862  -0.006
H 0.17308 -0.10662 1.41145  0.339
H 0.58205 -1.06926 -0.19811  0.284
H 2.24453 -1.20133 -0.98650  0.150
H 3.74622 -0.15158 -0.39421  0.312
H -0.81295 1.74612 -0.53286  0.362
H -3.54677 -0.33789 0.94376  0.297
H -3.62054 -0.87724 -0.87036  0.289
H 2.29559 1.31679 0.87216  0.438

Cartesian forces, eV/Å:
0.42 -0.06 0.29
-1.09 -1.29 -0.95
1.25 2.60 -1.16
-5.43 -2.45 -1.71
0.60 1.28 -1.65
2.41 -1.69 0.90
0.14 -0.68 -0.65
-1.13 1.43 1.20
1.29 1.56 0.97
2.10 -0.27 -0.45
0.00 -1.33 0.65
-0.92 -0.27 1.41
-0.29 -0.50 0.04
0.65 1.69 1.12

---

Record 2
Computed, not measured: an isolated molecule of C5H7N4OP at a distorted geometry, with ωB97M-V/def2-TZVPD.

The calculation puts the energy above the lowest of the compared OMol25 structures with the same formula, charge and spin at 0.0 kJ/mol. The orbital gap is 9.391 eV. Its spin multiplicity is 1. The value obtained for the LUMO energy is 0.705 eV. The total energy is -22597.454 eV.

Last column: Mulliken charge in e.
Positions of all 18 atoms, in Å:
C 0.83108 0.34890 2.48474  -0.306
C 0.75170 -0.79349 1.64225  -0.762
C 0.93385 1.54875 1.88049  -0.410
C 0.61950 -0.53851 0.25612  0.680
C 0.68861 0.74975 -0.14573  0.326
N 0.91713 1.79776 0.57933  -0.618
N 0.25408 -1.43018 -0.79801  -0.395
N 0.58581 0.90917 -1.50416  -0.244
N -1.70179 -0.17918 -2.30183  -0.542
O 0.37952 -0.81037 -3.53518  -0.675
P -0.08858 -0.44838 -2.21005  0.490
H 0.96950 0.26432 3.59807  0.315
H 0.55030 -1.70590 2.07456  0.491
H 1.02047 2.40751 2.44033  0.474
H 0.81387 -2.26569 -0.95105  0.286
H 0.31617 1.83815 -1.91156  0.326
H -2.04403 -0.70291 -3.11597  0.277
H -2.18370 -0.39558 -1.41900  0.287

Cartesian forces, eV/Å:
0.83 -2.37 0.73
-0.80 2.86 -1.40
0.13 0.77 -0.43
-0.22 -2.83 2.39
0.83 1.89 -1.53
-0.40 0.37 0.66
0.04 0.72 -0.90
-1.04 0.85 -1.91
-0.94 -0.66 0.42
0.66 -0.70 -0.69
0.93 -0.06 1.08
-0.43 0.01 -1.38
0.00 -2.15 0.59
0.32 1.80 1.49
-0.19 0.28 0.12
0.58 -1.27 0.94
-0.25 0.33 0.64
-0.08 0.19 -0.81

---

Record 3
Computed, not measured: a structure of composition C43H35N7O2P2V at a distorted geometry, with ωB97M-V/def2-TZVPD.

As for the total charge: +3. The orbital gap (spin up / spin down) is 7.842 / 7.871 eV. Its spin multiplicity is 3. The value obtained for the LUMO energy (spin up / spin down) is -8.558 / -8.529 eV. Its expectation value of S² is 2.012. The total energy is -103933.661 eV.

Last column: Mulliken charge in e.
Positions of all 90 atoms, in Å:
V 0.88721 0.98711 0.14579  0.153
C 4.06449 -1.74270 1.50495  -1.218
C 2.85133 -1.07890 1.33743  -0.206
N 2.72957 0.04411 0.63658  0.887
C 3.85318 0.56839 0.08296  -0.766
C 5.10973 -0.02828 0.19732  1.253
C 5.19577 -1.22760 0.92480  -1.076
C 6.24669 0.60641 -0.40674  -0.984
C 6.10978 1.77819 -1.05562  -1.045
C 4.82628 2.41386 -1.16661  0.921
C 4.64859 3.65653 -1.79856  -0.716
C 3.39749 4.20899 -1.82792  -1.333
C 2.32673 3.51776 -1.26254  -0.001
N 2.43743 2.32466 -0.67715  0.669
C 3.70089 1.79828 -0.61986  0.207
H 4.08991 -2.65504 2.08446  0.600
H 1.95424 -1.47539 1.79311  0.702
H 6.15163 -1.72866 1.02567  0.496
H 7.21620 0.13132 -0.31646  0.474
H 6.96798 2.26932 -1.49739  0.473
H 5.49693 4.16501 -2.24184  0.500
H 3.21502 5.17291 -2.28425  0.519
H 1.35631 3.97384 -1.29886  0.569
N 1.05000 2.44196 4.02571  0.111
C 1.55122 1.57136 3.16361  -0.415
N 1.01930 1.82168 1.97570  0.777
C 0.17853 2.88702 2.20348  0.163
N 0.17633 3.28869 3.43989  -0.687
C -0.55464 3.45466 1.07702  0.083
C -1.46534 4.48947 1.17865  -0.497
N -2.11625 4.93783 0.10972  -0.497
C -1.84127 4.36795 -1.05877  -0.720
C -0.91597 3.33952 -1.17442  -0.812
N -0.27524 2.87646 -0.10048  1.080
H 1.25435 2.53905 5.01053  0.221
H 2.27129 0.80756 3.40691  0.634
H -1.67118 4.95455 2.13629  0.554
H -2.36717 4.73688 -1.93103  0.474
H -0.69269 2.89384 -2.13308  0.875
O 0.56872 -0.87166 -0.48441  -0.166
P -0.25699 -2.13223 -0.12356  2.637
C -2.03947 -1.81047 -0.29202  -1.787
P -2.35218 -0.02060 -0.19143  1.483
O -1.20089 0.66038 0.56481  -0.214
C -3.87910 0.24476 0.66275  0.178
C -4.94883 -0.64133 0.50198  -0.448
C -6.15325 -0.38024 1.13435  -0.841
C -6.29029 0.75829 1.92003  -0.601
C -5.22649 1.63679 2.08386  -0.878
C -4.01716 1.38364 1.45571  -0.313
C -2.50999 0.49538 -1.90013  0.834
C -3.76212 0.86409 -2.39261  -0.531
C -3.91851 1.16502 -3.74102  -0.887
C -2.83533 1.08587 -4.60290  -0.675
C -1.58378 0.71145 -4.12022  -0.986
C -1.42210 0.41333 -2.77820  -0.627
C 0.18846 -3.43980 -1.22773  -0.095
C 1.32938 -3.31204 -2.02050  -0.324
C 1.67032 -4.33756 -2.89088  -0.898
C 0.87872 -5.47604 -2.96637  -0.579
C -0.25898 -5.60299 -2.17483  -0.837
C -0.60987 -4.58636 -1.30438  -0.402
C -0.04305 -2.64868 1.57555  -0.256
C 0.49040 -3.90948 1.85032  -0.587
C 0.61680 -4.33381 3.16779  -1.005
C 0.21744 -3.50533 4.20614  -0.597
C -0.31337 -2.24619 3.93490  -1.057
C -0.44887 -1.81405 2.62599  0.116
H -2.55079 -2.32933 0.51830  0.859
H -2.39748 -2.18829 -1.24937  0.788
H -4.84905 -1.52880 -0.11482  0.448
H -6.98430 -1.06260 1.01664  0.460
H -7.23417 0.96054 2.41030  0.437
H -5.34178 2.51752 2.70170  0.472
H -3.17957 2.05795 1.58798  0.280
H -4.61369 0.93707 -1.72815  0.460
H -4.88983 1.46036 -4.11535  0.488
H -2.96381 1.30587 -5.65533  0.460
H -0.74188 0.63693 -4.79757  0.518
H -0.44996 0.08938 -2.42960  0.593
H 1.93569 -2.41740 -1.96188  0.364
H 2.55137 -4.24867 -3.51350  0.462
H 1.14578 -6.27144 -3.65114  0.436
H -0.87015 -6.49396 -2.23986  0.456
H -1.49588 -4.68940 -0.68586  0.465
H 0.80898 -4.55708 1.04315  0.500
H 1.01949 -5.31624 3.37966  0.484
H 0.30781 -3.84380 5.23113  0.473
H -0.64515 -1.61397 4.74959  0.517
H -0.88588 -0.84333 2.42201  0.502

Cartesian forces, eV/Å:
-0.95 -0.21 -0.77
0.03 -0.05 0.03
-0.10 0.16 0.01
0.35 -0.17 0.15
-0.25 -0.03 0.03
0.14 -0.04 0.02
0.09 -0.02 -0.02
0.04 -0.11 0.06
0.01 0.11 -0.05
0.08 0.04 -0.06
0.11 0.00 -0.03
-0.02 0.09 -0.04
0.05 -0.20 0.02
0.28 -0.13 -0.22
-0.22 0.05 0.06
0.01 0.01 0.00
0.04 0.04 -0.05
-0.03 0.03 0.01
-0.05 0.02 0.00
-0.03 -0.01 0.00
-0.03 -0.01 0.02
0.01 -0.04 0.02
-0.11 -0.01 0.01
-0.10 0.17 0.21
-0.02 0.07 -0.09
-0.26 0.20 0.54
0.14 -0.11 -0.12
0.14 -0.10 0.10
0.17 -0.16 -0.06
-0.17 0.18 -0.08
0.05 -0.06 -0.02
-0.10 0.14 0.17
0.08 -0.10 0.11
-0.06 0.17 0.04
0.01 0.01 0.05
-0.02 0.00 0.01
0.00 0.00 -0.03
0.01 0.00 0.01
0.00 -0.06 -0.04
0.19 -0.01 0.12
0.07 0.00 -0.13
0.19 0.13 0.04
0.12 0.16 0.06
0.31 -0.11 -0.07
-0.07 -0.08 0.04
0.04 0.03 0.03
0.02 -0.01 -0.02
-0.01 0.02 0.02
-0.01 0.01 -0.01
-0.03 -0.01 0.02
-0.10 -0.01 -0.05
0.04 0.18 0.01
0.02 0.02 -0.01
-0.01 0.01 0.00
-0.02 0.02 0.00
-0.02 -0.03 -0.05
0.00 0.00 -0.12
-0.03 -0.08 0.01
0.00 -0.02 0.01
0.01 0.00 -0.02
0.00 -0.02 0.01
0.03 0.05 -0.01
-0.01 -0.10 0.02
0.06 0.09 0.02
0.02 0.00 0.01
0.02 -0.01 0.00
0.00 0.03 0.00
-0.06 -0.10 0.02
-0.07 0.00 0.03
0.01 -0.04 -0.03
-0.02 0.04 0.02
0.01 0.01 0.00
0.03 -0.01 -0.01
0.00 -0.02 -0.01
-0.01 0.00 -0.01
0.01 -0.03 -0.02
0.01 -0.02 0.01
0.00 0.00 0.04
-0.03 0.00 0.02
0.06 -0.06 0.04
0.00 0.00 0.00
-0.03 0.00 0.02
-0.01 0.03 0.03
0.02 0.03 0.00
0.02 -0.01 -0.03
-0.03 0.00 0.03
-0.01 0.04 -0.01
-0.01 0.02 -0.04
0.01 -0.02 -0.03
-0.01 0.02 -0.01

---

Record 4
Computed, not measured: a structure of composition C3H2Br3F at a distorted geometry, with ωB97M-V/def2-TZVPD.

The calculation puts the energy above the lowest of the compared OMol25 structures with the same formula, charge and spin at 161.4 kJ/mol. The orbital gap is 10.568 eV. Its spin multiplicity is 1. The value obtained for the LUMO energy is 0.421 eV. The total energy is -215985.262 eV.

Last column: Mulliken charge in e.
Positions of all 9 atoms, in Å:
C -1.35652 1.64485 1.12092  0.108
C -1.72144 0.53734 0.75211  -0.545
C 1.27170 -0.69871 -0.69206  0.160
F 1.83881 0.39535 -0.09304  -0.182
Br -2.43454 -1.06414 0.38512  0.050
Br 2.59147 -2.12369 -0.87005  -0.100
Br 0.40728 -0.25302 -2.31640  -0.011
H 0.63056 -1.03047 0.16671  0.114
H -1.22732 2.59248 1.54669  0.406

Cartesian forces, eV/Å:
-1.18 -3.07 -0.92
0.63 2.47 0.98
-0.06 -0.27 2.68
0.45 0.11 -0.95
0.10 -0.13 -0.17
-0.13 0.38 -0.18
-0.04 0.01 0.09
-0.19 -0.19 -1.64
0.43 0.70 0.10

---

Record 5
Computed, not measured: the ion C7H18N4O2 with charge +2 at a distorted geometry, with ωB97M-V/def2-TZVPD.

The calculation puts the energy above the lowest of the compared OMol25 structures with the same formula, charge and spin at 91.4 kJ/mol. As for the total charge: +2. The orbital gap is 10.130 eV. Its spin multiplicity is 1. The value obtained for the LUMO energy is -6.585 eV. The total energy is -17588.048 eV.

Last column: Mulliken charge in e.
Positions of all 31 atoms, in Å:
C -0.54694 -1.21483 0.41686  -1.126
C 0.65146 -1.61132 0.98382  0.466
C 0.21080 1.39029 0.03816  -0.090
C -0.98497 0.15661 0.03007  1.641
C 1.56062 0.87132 -0.18976  0.358
C -0.12505 2.42507 -0.92171  -1.528
C -2.16441 0.51279 0.87348  -1.479
N -1.33387 -2.33191 -0.15272  -0.095
N 1.73047 0.07387 -1.23699  -0.191
N 1.69617 -0.64671 1.30897  -0.428
N -1.31028 -0.09687 -1.43257  -0.614
O 0.99775 -2.90537 1.11518  -0.559
O 2.68545 1.49510 0.00789  -0.483
H 0.25302 1.92806 1.00690  0.365
H 0.64170 3.18234 -0.97037  0.409
H -0.91679 3.02912 -0.52008  0.474
H -0.19302 2.09178 -1.96726  0.331
H -2.41331 1.50451 0.56437  0.460
H -2.04119 0.44361 1.99181  0.309
H -3.05703 -0.09797 0.60874  0.414
H -0.63606 -3.24148 -0.12348  0.470
H -2.02978 -2.78734 0.44692  0.355
H 1.03820 -0.48570 -1.70571  0.171
H 2.70139 -0.19575 -1.34013  0.259
H 1.37107 0.05613 2.04712  0.344
H 2.50325 -0.95701 1.70783  0.250
H -1.80460 -2.07130 -1.00206  0.338
H -0.58702 -0.02657 -2.14710  0.104
H -2.19303 0.21277 -1.82767  0.216
H 1.66304 -3.05261 1.88860  0.418
H 2.63296 2.34939 0.50090  0.443

Cartesian forces, eV/Å:
3.34 -1.66 1.09
-0.07 1.48 -0.04
-1.27 -2.16 3.28
1.91 0.25 -2.17
0.47 -0.65 -3.50
0.32 1.66 -1.90
-1.25 0.15 0.25
2.27 -3.80 2.71
0.67 -0.57 -0.24
-5.33 2.35 1.20
-0.84 0.06 0.38
1.12 -0.12 1.51
0.36 1.58 1.67
-0.39 -0.69 0.03
0.76 0.21 0.10
-1.05 -0.09 -0.43
-0.60 0.17 0.50
-0.60 0.93 0.33
0.29 0.13 -1.30
0.60 0.18 0.15
-1.71 2.57 -1.18
-0.47 0.85 0.48
0.13 0.00 0.48
-0.09 -0.07 -0.67
0.14 -1.32 -1.19
2.99 -1.82 0.83
0.31 0.25 -1.20
-0.42 0.35 0.59
0.17 0.42 0.41
-1.68 0.21 -1.93
-0.07 -0.82 -0.22

---

Record 6
Computed, not measured: an isolated molecule of C5H5NO2 at a distorted geometry, with ωB97M-V/def2-TZVPD.

The calculation puts the energy above the lowest of the compared OMol25 structures with the same formula, charge and spin at 585.2 kJ/mol. The orbital gap is 10.117 eV. Its spin multiplicity is 1. The value obtained for the LUMO energy is 0.831 eV. The total energy is -10845.250 eV.

Last column: Mulliken charge in e.
Positions of all 13 atoms, in Å:
C 2.14155 0.24041 0.42959  -0.274
C 1.05119 -0.51727 -0.16839  0.082
C -0.48036 -0.00850 -0.43170  0.141
C -1.17252 1.22086 -0.20683  -0.321
C -1.59097 -0.99506 -0.21877  -0.194
H 2.02317 1.14207 1.17681  0.228
H 2.84577 -0.54537 0.98827  0.207
H 1.12955 -1.64109 -0.46049  0.267
H -0.89744 2.36192 -0.25502  0.323
H -1.71037 -2.12875 0.22770  0.278
N -2.51556 0.91480 -0.05497  -0.297
O 1.91633 0.32692 -0.89663  -0.372
O -2.74034 -0.37093 -0.12957  -0.070

Cartesian forces, eV/Å:
0.50 -0.74 5.92
-4.33 -0.22 -2.74
-0.76 -3.83 3.41
-2.41 -0.37 -0.48
3.11 -1.21 0.63
-0.17 -1.47 -1.98
-0.43 1.78 -1.97
0.11 2.01 0.93
-0.47 -2.78 0.21
0.87 2.92 -1.96
1.50 4.58 -0.79
1.66 0.04 -1.82
0.84 -0.72 0.64

---

Q: Among the records above, which one has the highest spin multiplicity?
A: C43H35N7O2P2V